(1)
# C5H9NO

C5H9NO as an isolated structure (ωB97M-V/def2-TZVPD, OMol25).

Computed properties:
Highest occupied orbital energy (spin up / spin down)   -0.2945 / -0.2945 hartree
Energy   -325.7917 hartree
Multiplicity   1
LUMO energy (spin up / spin down)   0.033 / 0.033 hartree
Net charge   0
Frontier orbital gap (spin up / spin down)   8.906 / 8.905 eV
Energy above the lowest of the compared OMol25 structures with the same formula, charge and spin   383.0 kJ/mol

Cartesian coordinates (Å):
1 C 0.66 1.81 -1.18
2 C -0.06 0.90 -0.18
3 C 0.07 -0.62 -0.52
4 C -0.29 -1.52 0.65
5 O -1.69 -1.53 0.76
6 C 0.41 0.99 1.22
7 N 0.53 0.21 2.10
8 H 0.26 1.67 -2.19
9 H 1.73 1.58 -1.21
10 H 0.54 2.86 -0.90
11 H -1.12 1.17 -0.15
12 H -0.59 -0.81 -1.38
13 H 1.10 -0.82 -0.84
14 H 0.34 -1.05 1.95
15 H 0.15 -2.51 0.56
16 H -1.94 -2.25 1.35

---

(2)
# C39H75NNbO16Si

C39H75NNbO16Si as an isolated structure (ωB97M-V/def2-TZVPD, OMol25).

Computed properties:
Highest occupied orbital energy   -0.1281 hartree
Energy   -3135.7757 hartree
Multiplicity   1
LUMO energy   0.071 hartree
Net charge   -1
Frontier orbital gap   5.424 eV
Energy above the lowest of the compared OMol25 structures with the same formula, charge and spin   271.7 kJ/mol

Cartesian coordinates (Å):
1 C -4.87 -2.86 -1.14
2 C -5.26 -1.88 0.06
3 C -6.74 -1.44 0.31
4 C -4.18 -1.44 0.91
5 C -3.77 -2.18 2.25
6 C -2.74 -1.28 3.05
7 C -1.30 -1.87 2.92
8 C -1.21 -3.09 3.97
9 C -0.15 -0.88 3.31
10 C -0.01 0.39 2.37
11 Nb 0.12 -0.01 0.13
12 C 1.25 -2.01 0.42
13 C 0.99 -2.86 -0.91
14 C 0.98 -4.42 -0.68
15 C 1.31 -5.10 -2.09
16 N 2.72 -4.81 -2.39
17 C -1.07 1.89 -0.42
18 C -2.03 1.48 -1.62
19 O -2.84 2.58 -2.12
20 Si -4.20 1.84 -2.90
21 C -5.02 2.97 -4.21
22 C -3.76 0.20 -3.78
23 C -5.43 1.41 -1.47
24 H -5.53 -2.71 -2.02
25 H -4.90 -3.92 -0.77
26 H -3.81 -2.61 -1.39
27 H -6.73 -0.47 0.86
28 H -7.27 -1.33 -0.67
29 H -7.26 -2.18 0.96
30 H -3.53 -0.55 0.67
31 H -3.23 -3.12 1.94
32 H -4.68 -2.42 2.84
33 H -3.03 -1.30 4.14
34 H -2.85 -0.22 2.70
35 H -1.20 -2.33 1.92
36 H -0.27 -2.95 4.57
37 H -2.05 -3.09 4.70
38 H -1.10 -4.07 3.46
39 H 0.83 -1.43 3.32
40 H -0.31 -0.51 4.37
41 H -0.89 1.06 2.60
42 H 0.90 0.99 2.67
43 H -1.47 -0.90 0.14
44 H 0.26 -0.32 -1.68
45 H 1.73 0.90 0.03
46 H 0.86 -2.61 1.28
47 H 2.35 -1.84 0.48
48 H 1.65 -2.53 -1.76
49 H -0.05 -2.59 -1.24
50 H 1.69 -4.79 0.10
51 H -0.08 -4.72 -0.46
52 H 1.05 -6.19 -2.11
53 H 0.69 -4.55 -2.85
54 H 3.04 -5.26 -3.24
55 H 3.29 -5.05 -1.58
56 H -1.74 2.21 0.42
57 H -0.40 2.74 -0.70
58 H -1.35 1.16 -2.46
59 H -2.65 0.62 -1.23
60 H -6.13 2.87 -4.07
61 H -4.67 4.02 -4.05
62 H -4.73 2.56 -5.21
63 H -3.33 -0.54 -3.06
64 H -4.73 -0.26 -4.13
65 H -3.02 0.31 -4.61
66 H -5.98 2.36 -1.24
67 H -4.81 1.18 -0.57
68 H -6.09 0.56 -1.76
69 C -0.57 -10.45 -2.22
70 C -0.08 -9.42 -3.21
71 C 0.31 -9.99 -4.55
72 O 1.25 -9.02 -5.02
73 C 1.81 -8.46 -3.92
74 O 2.76 -7.74 -3.93
75 O 1.15 -8.83 -2.79
76 H -0.58 -10.03 -1.21
77 H -1.57 -10.79 -2.47
78 H 0.09 -11.32 -2.18
79 H -0.82 -8.62 -3.32
80 H -0.53 -10.08 -5.23
81 H 0.82 -10.96 -4.47
82 C -0.56 7.67 -0.87
83 C -0.12 6.82 0.31
84 C 1.05 5.93 0.02
85 O 0.86 4.88 0.98
86 C -0.47 4.81 1.21
87 O -1.00 3.93 1.82
88 O -1.12 5.87 0.66
89 H -1.56 8.08 -0.69
90 H 0.14 8.49 -1.04
91 H -0.63 7.08 -1.78
92 H 0.06 7.46 1.18
93 H 2.01 6.43 0.18
94 H 1.03 5.49 -0.98
95 C -0.93 3.90 4.75
96 C -0.52 5.07 5.61
97 C -1.32 5.22 6.88
98 O -1.19 6.62 7.14
99 C -1.01 7.23 5.95
100 O -1.05 8.41 5.78
101 O -0.79 6.33 4.96
102 H -0.51 4.00 3.74
103 H -0.59 2.96 5.18
104 H -2.02 3.85 4.63
105 H 0.55 5.03 5.81
106 H -0.92 4.63 7.70
107 H -2.38 4.99 6.75
108 C 7.02 -4.34 0.20
109 C 5.80 -3.44 0.20
110 C 6.10 -1.99 -0.04
111 O 4.99 -1.36 0.59
112 C 4.57 -2.19 1.58
113 O 3.78 -1.89 2.41
114 O 5.18 -3.40 1.49
115 H 6.78 -5.31 0.63
116 H 7.39 -4.49 -0.81
117 H 7.82 -3.91 0.81
118 H 5.06 -3.82 -0.51
119 H 6.14 -1.74 -1.10
120 H 7.02 -1.65 0.45
121 C 6.67 7.83 -1.16
122 C 5.49 6.92 -1.40
123 C 5.51 6.21 -2.72
124 O 4.12 5.97 -2.94
125 C 3.44 6.95 -2.30
126 O 2.28 7.16 -2.42
127 O 4.27 7.67 -1.50
128 H 6.48 8.51 -0.33
129 H 7.57 7.25 -0.94
130 H 6.88 8.45 -2.03
131 H 5.38 6.22 -0.56
132 H 6.06 5.27 -2.69
133 H 5.89 6.82 -3.54

---

(3)
# C18H22N2O3

A single C18H22N2O3 molecule (ωB97M-V/def2-TZVPD, OMol25).

Computed properties:
Highest occupied orbital energy   -0.3430 hartree
Energy   -1034.2475 hartree
Multiplicity   1
LUMO energy   -0.022 hartree
Net charge   0
Frontier orbital gap   8.745 eV
Energy above the lowest of the compared OMol25 structures with the same formula, charge and spin   402.9 kJ/mol

Cartesian coordinates (Å):
1 C 2.92 -1.97 -0.59
2 C 1.82 -1.01 -0.14
3 N 1.25 -1.49 1.09
4 C -0.05 -1.58 1.46
5 O -0.37 -1.75 2.62
6 C -1.06 -1.51 0.37
7 C -2.25 -0.96 0.59
8 C -3.36 -0.93 -0.35
9 C -4.65 -1.20 0.11
10 C -5.72 -1.29 -0.77
11 C -5.53 -1.12 -2.13
12 C -4.26 -0.84 -2.61
13 C -3.20 -0.72 -1.73
14 N -1.94 -0.31 -2.28
15 O -1.61 -0.79 -3.35
16 O -1.29 0.52 -1.68
17 C 2.35 0.44 -0.02
18 C 3.41 0.67 1.08
19 C 2.86 1.89 1.83
20 C 2.94 3.11 0.89
21 C 1.80 2.84 -0.12
22 C 1.27 1.47 0.32
23 C 1.36 1.60 1.84
24 H 3.31 -1.67 -1.56
25 H 2.53 -2.98 -0.67
26 H 3.74 -1.97 0.13
27 H 1.03 -0.99 -0.90
28 H 1.89 -1.58 1.87
29 H -0.81 -1.98 -0.57
30 H -2.46 -0.57 1.58
31 H -4.80 -1.35 1.16
32 H -6.71 -1.50 -0.39
33 H -6.36 -1.21 -2.82
34 H -4.09 -0.68 -3.66
35 H 2.78 0.67 -1.01
36 H 4.40 0.85 0.67
37 H 3.48 -0.18 1.76
38 H 3.33 2.05 2.80
39 H 3.91 3.18 0.41
40 H 2.77 4.03 1.45
41 H 2.15 2.84 -1.15
42 H 1.02 3.60 -0.04
43 H 0.29 1.24 -0.10
44 H 1.09 0.70 2.38
45 H 0.77 2.43 2.22

---

(4)
# C30H54O9

A 6-piece molecular cluster, C30H54O9 overall (ωB97M-V/def2-TZVPD, OMol25).

Computed properties:
Highest occupied orbital energy   -0.3199 hartree
Energy   -1851.9606 hartree
Multiplicity   1
LUMO energy   -0.054 hartree
Net charge   0
Frontier orbital gap   7.241 eV

Cartesian coordinates (Å):
1 C -0.28 -1.67 2.99
2 C -0.14 -2.21 1.45
3 O -1.44 -2.68 0.87
4 C -1.52 -2.11 -0.49
5 C -2.58 -0.91 -0.92
6 C -2.66 -0.22 -2.41
7 C -1.63 -0.81 -3.57
8 C -0.60 -2.01 -3.15
9 C -0.51 -2.69 -1.65
10 C 0.62 -3.90 -1.40
11 O 0.43 -4.93 -0.56
12 C 2.05 -3.67 -2.25
13 C 1.96 -3.05 -3.63
14 C 3.37 -2.78 -4.46
15 C 4.05 -1.44 -3.50
16 C 3.71 0.13 -4.14
17 O 3.01 -0.51 -2.81
18 C 0.49 -2.60 -4.28
19 O 0.17 -2.71 -5.57
20 H 0.78 -1.78 3.51
21 H -1.11 -2.32 3.53
22 H -0.56 -0.53 2.98
23 H 0.33 -1.34 0.81
24 H 0.59 -3.15 1.36
25 H -3.32 -0.53 -0.08
26 H -3.38 0.65 -2.73
27 H -1.60 -0.36 -4.65
28 H 3.06 -3.97 -1.74
29 H 4.14 -3.66 -4.38
30 H 3.21 -2.35 -5.54
31 H 5.17 -1.62 -2.96
32 H 2.74 0.29 -4.77
33 H 3.98 1.08 -3.47
34 C 3.66 4.61 -0.81
35 C 4.49 4.48 -2.07
36 C 4.28 5.67 -3.00
37 O 4.14 3.28 -2.75
38 H 2.59 4.64 -1.05
39 H 3.81 3.74 -0.15
40 H 3.92 5.52 -0.25
41 H 5.55 4.41 -1.80
42 H 3.24 5.74 -3.31
43 H 4.88 5.56 -3.91
44 H 4.56 6.61 -2.51
45 H 3.20 3.34 -2.99
46 C -4.67 -2.94 -4.38
47 C -5.90 -2.55 -3.57
48 C -7.18 -2.81 -4.35
49 O -5.83 -1.17 -3.23
50 H -4.61 -2.35 -5.30
51 H -3.76 -2.73 -3.81
52 H -4.69 -4.00 -4.64
53 H -5.92 -3.12 -2.63
54 H -7.21 -2.21 -5.27
55 H -8.06 -2.51 -3.76
56 H -7.28 -3.86 -4.62
57 H -5.81 -0.66 -4.05
58 C 8.52 0.85 -0.27
59 C 7.29 1.24 0.53
60 C 6.02 0.98 -0.25
61 O 7.37 2.62 0.87
62 H 8.59 1.44 -1.19
63 H 9.44 1.06 0.30
64 H 8.50 -0.21 -0.54
65 H 7.27 0.67 1.47
66 H 5.99 1.58 -1.17
67 H 5.14 1.28 0.34
68 H 5.92 -0.07 -0.51
69 H 7.39 3.13 0.05
70 C -4.66 1.00 3.02
71 C -4.27 -0.47 3.08
72 C -5.47 -1.34 3.43
73 O -3.26 -0.65 4.07
74 H -5.03 1.35 3.99
75 H -3.78 1.62 2.78
76 H -5.43 1.18 2.26
77 H -3.86 -0.78 2.12
78 H -5.87 -1.07 4.41
79 H -5.18 -2.39 3.49
80 H -6.26 -1.23 2.69
81 H -3.62 -0.37 4.93
82 C -2.83 3.01 8.20
83 C -2.98 1.54 7.87
84 C -1.65 0.93 7.45
85 O -3.92 1.39 6.81
86 H -2.48 3.58 7.33
87 H -3.80 3.44 8.49
88 H -2.12 3.16 9.02
89 H -3.38 1.00 8.74
90 H -1.26 1.42 6.56
91 H -1.78 -0.13 7.20
92 H -0.91 1.01 8.25
93 H -3.58 1.86 6.03